Computed, not measured: a structure of composition C3H2AlFO in a non-equilibrium geometry, with the ωB97M-V functional and the def2-TZVPD basis.

Properties
- Energy relative to the best compared isomer or geometry (same formula, charge and spin): 23.7 kcal per mole
- Net charge: +1
- LUMO level (spin up / spin down): -6.562 / -7.736 eV
- E: -532.6125 a.u.
- HOMO (spin up / spin down): -14.32 / -14.48 eV
- Spin multiplicity: 2

```
8
C3H2AlFO (the ωB97M-V functional and the def2-TZVPD basis)
C -1.25 -0.31 0.30
O 0.66 1.29 0.22
C 1.04 0.14 -0.10
C -0.07 -0.85 -0.07
F -2.41 -0.73 -0.23
H -1.41 0.29 1.20
H 0.13 -1.92 0.04
Al 2.80 -0.42 0.00
```